The following is a DFT calculation (ωB97M-V/def2-TZVPD) of C21H47Ca2N2O9P as an isolated structure in a non-equilibrium geometry.

XYZ file:
```
82
Properties=species:S:1:pos:R:3:mulliken_charge:R:1
Ca 4.392 -2.110 1.851 1.52
Ca 2.245 -3.529 -2.224 1.29
P 5.172 -4.638 -0.262 0.45
O 5.027 -3.172 -0.813 -0.64
O 3.759 -4.386 0.143 -0.42
O 6.094 -4.163 0.871 -0.75
O 5.460 -5.364 -1.532 -0.67
O 0.593 1.241 0.475 -0.41
C 1.307 0.116 0.710 0.63
O 1.484 -0.734 -0.147 -0.68
O 1.957 -0.027 1.767 -0.71
H 0.787 1.775 1.248 0.30
C 8.158 2.026 -0.170 -0.48
C 7.104 3.162 0.196 -0.56
C 5.918 2.415 0.879 -0.43
O 6.229 1.021 0.696 -0.38
C 7.254 0.865 -0.318 -0.49
H 8.873 1.955 0.650 0.27
H 8.723 2.302 -1.061 0.31
H 6.694 3.712 -0.651 0.28
H 7.515 3.919 0.864 0.31
H 4.920 2.619 0.491 0.28
H 5.835 2.680 1.933 0.27
H 6.745 0.803 -1.280 0.25
H 7.861 -0.035 -0.426 0.39
C 0.089 6.064 3.574 -0.66
C -0.253 5.191 4.752 -0.52
C -0.268 3.797 4.042 -0.31
O 0.859 3.898 3.213 -0.32
C 1.097 5.232 2.695 -0.35
H 0.446 7.043 3.893 0.36
H -0.812 6.307 3.010 0.26
H -1.232 5.389 5.191 0.34
H 0.602 5.088 5.420 0.27
H -1.198 3.666 3.489 0.12
H -0.142 2.901 4.650 0.30
H 0.834 5.362 1.645 0.25
H 2.124 5.573 2.830 0.28
C -4.524 3.803 -2.457 -1.45
C -4.121 2.790 -1.294 -0.39
N -5.149 2.533 -0.354 -0.04
C -6.321 1.897 -1.027 -0.33
C -7.403 1.463 -0.086 -1.27
C -4.605 1.717 0.804 -0.74
C -3.955 0.387 0.501 -1.02
H -5.082 4.654 -2.066 0.35
H -4.986 3.316 -3.315 0.34
H -3.579 4.227 -2.799 0.46
H -3.789 1.935 -1.885 0.29
H -3.309 3.297 -0.774 0.42
H -6.852 2.487 -1.774 0.38
H -5.945 0.991 -1.501 0.38
H -7.319 0.420 0.220 0.25
H -7.248 2.065 0.810 0.34
H -8.403 1.668 -0.468 0.36
H -5.196 1.534 1.702 0.36
H -3.818 2.366 1.188 0.38
H -3.137 0.506 -0.210 0.24
H -4.804 -0.190 0.135 0.25
H -3.535 -0.045 1.409 0.45
C 0.645 -6.965 -2.275 -1.12
C -0.533 -6.111 -2.738 -0.49
N -0.762 -4.997 -1.801 0.29
C -1.205 -5.520 -0.467 -0.28
C -1.081 -4.530 0.650 -1.16
C -1.887 -4.185 -2.444 -0.82
C -1.284 -3.225 -3.447 -0.77
H 1.518 -6.374 -1.999 0.19
H 0.986 -7.616 -3.079 0.37
H 0.491 -7.668 -1.456 0.33
H -0.237 -5.649 -3.680 0.28
H -1.433 -6.669 -2.996 0.31
H -2.231 -5.884 -0.523 0.31
H -0.529 -6.314 -0.153 0.21
H -1.925 -4.581 1.338 0.30
H -0.156 -4.645 1.216 0.35
H -1.019 -3.507 0.279 0.27
H -2.390 -3.581 -1.689 0.47
H -2.637 -4.861 -2.854 0.37
H -0.900 -3.703 -4.349 0.30
H -0.517 -2.678 -2.899 -0.03
H -2.084 -2.524 -3.685 0.41
```

* multiplicity: 1
* relative energy (zero: lowest compared OMol25 entry of this formula, charge and spin): 0.0 kcal per mole
* total energy: -90108.8327 eV
* Kohn-Sham gap: 3.72 eV
* total charge: 0


The following is a DFT calculation (ωB97M-V/def2-TZVPD) of a 4-piece molecular cluster, C21H47IN4O10P2S2 overall.

XYZ file:
```
87
Properties=species:S:1:pos:R:3:mulliken_charge:R:1
C -0.175 -3.197 0.256 -1.37
C 0.766 -3.048 -0.937 0.21
C 0.917 -1.594 -1.381 -1.84
I 1.817 -0.490 0.243 0.02
C 1.551 -1.314 -2.783 1.58
P 0.552 -2.262 -4.080 0.57
O 0.822 -1.396 -5.432 -0.45
O -0.949 -1.803 -3.634 -0.55
S 0.784 -4.134 -4.251 -0.40
C 1.489 0.209 -3.126 -1.90
C 2.759 0.899 -3.683 0.16
C 2.524 2.419 -3.806 -0.80
C 1.355 2.762 -4.751 -1.68
C 0.104 3.328 -4.059 1.58
C 0.391 4.707 -3.439 -1.42
C -1.064 3.398 -5.052 -1.66
C 3.988 0.632 -2.790 -0.19
P 5.622 1.055 -3.529 0.74
N 5.837 2.578 -3.610 -0.77
O 5.529 0.234 -4.912 -0.53
O 6.704 0.128 -2.746 -0.53
O 4.049 -0.718 -2.288 -0.30
S 3.245 -1.897 -2.973 1.68
O 3.509 -1.886 -4.390 -0.60
O 3.508 -3.037 -2.145 -0.77
H 0.361 -3.166 1.208 0.37
H -0.918 -2.394 0.299 0.23
H -0.712 -4.148 0.195 0.44
H 1.755 -3.453 -0.710 0.33
H 0.383 -3.616 -1.793 -0.02
H -0.078 -1.143 -1.435 0.77
H 0.048 -1.194 -5.960 0.36
H -1.252 -0.949 -3.943 0.40
H 0.719 0.365 -3.883 0.40
H 1.154 0.737 -2.230 0.21
H 2.966 0.514 -4.688 0.41
H 2.348 2.836 -2.802 0.54
H 3.448 2.874 -4.175 0.23
H 1.682 3.507 -5.489 0.50
H 1.088 1.872 -5.338 0.47
H -0.199 2.653 -3.246 -0.13
H -0.039 4.803 -2.444 0.24
H -0.022 5.504 -4.072 0.39
H 1.467 4.891 -3.344 0.37
H -1.131 2.484 -5.654 0.35
H -2.023 3.528 -4.539 0.39
H -0.938 4.243 -5.738 0.39
H 3.912 1.242 -1.879 0.67
H 6.685 2.967 -3.226 0.22
H 6.288 -0.308 -5.132 0.32
H 7.015 0.538 -1.936 0.33
C -1.650 -0.945 3.703 0.07
O -0.719 -1.115 2.940 -0.62
N -1.606 -1.185 5.029 0.27
C -2.753 -0.992 5.884 -0.92
C -0.373 -1.703 5.594 -1.01
H -2.633 -0.573 3.365 0.33
H -2.556 -0.250 6.662 0.35
H -3.036 -1.935 6.353 0.26
H -3.589 -0.641 5.278 0.29
H 0.450 -1.005 5.435 0.30
H -0.109 -2.653 5.130 0.30
H -0.520 -1.860 6.661 0.37
C -0.571 3.308 1.563 0.27
O -0.480 3.196 0.357 -0.64
N -0.815 4.476 2.196 0.11
C -0.912 4.565 3.635 -0.90
C -0.977 5.672 1.389 -0.88
H -0.456 2.452 2.247 0.18
H -1.894 4.929 3.944 0.34
H -0.151 5.235 4.042 0.33
H -0.761 3.575 4.063 0.27
H -1.813 5.563 0.697 0.27
H -0.080 5.865 0.798 0.26
H -1.162 6.517 2.048 0.37
C -3.905 -4.574 5.197 0.16
O -2.819 -4.285 5.660 -0.61
N -4.937 -5.048 5.925 0.12
C -6.211 -5.383 5.328 -0.92
C -4.744 -5.235 7.352 -0.92
H -4.138 -4.472 4.125 0.29
H -7.018 -4.785 5.758 0.34
H -6.448 -6.439 5.471 0.34
H -6.167 -5.184 4.258 0.29
H -4.493 -4.291 7.837 0.26
H -3.930 -5.934 7.544 0.30
H -5.664 -5.626 7.781 0.38
```

* multiplicity: 1
* total energy: -97326.8336 eV
* structure (SMILES): CC[C@@H](I)[C@@]1(P(O)(O)=S)C[C@@H](CCC(C)C)[C@H](P(=N)(O)O)OS1(=O)=O.CN(C)C=O.CN(C)C=O.CN(C)C=O
* Kohn-Sham gap: 8.96 eV
* total charge: 0


The following is a DFT calculation (ωB97M-V/def2-TZVPD) of C21H47InNO2SSi2 as an isolated structure in a non-equilibrium geometry.

XYZ file:
```
75
Properties=species:S:1:pos:R:3:mulliken_charge:R:1
O 0.371 0.936 -1.812 -0.05
O 2.637 -2.255 -3.046 -0.32
C -0.162 1.750 -3.043 -0.36
C -0.068 3.196 -2.661 -0.94
H -1.189 1.389 -3.182 0.36
H 0.508 1.384 -3.823 0.40
H -0.623 3.411 -1.738 0.23
H -0.524 3.842 -3.413 0.50
H 0.993 3.449 -2.529 0.23
C 1.786 1.201 -1.319 0.35
C 2.670 1.331 -2.521 -1.58
H 2.002 0.318 -0.691 0.15
H 1.758 2.121 -0.702 0.22
H 2.645 0.400 -3.079 0.31
H 3.699 1.463 -2.182 0.45
H 2.426 2.170 -3.166 0.46
C 2.849 -2.780 -1.729 0.10
C 1.505 -2.810 -3.721 0.05
C 4.260 -2.414 -1.293 -1.26
H 2.758 -3.873 -1.793 0.52
H 2.101 -2.417 -0.995 -0.03
H 4.975 -2.636 -2.092 0.31
H 4.587 -2.956 -0.403 0.40
H 4.345 -1.349 -1.053 0.20
C 1.907 -3.125 -5.171 -1.36
H 0.651 -2.108 -3.731 0.05
H 1.173 -3.734 -3.219 0.40
H 2.265 -2.220 -5.674 0.31
H 1.092 -3.539 -5.769 0.40
H 2.727 -3.855 -5.172 0.30
H -0.417 0.916 -1.119 -0.28
In -0.854 0.450 1.225 1.03
C -1.591 -0.456 -0.670 -0.82
Si -2.565 -2.007 -0.341 0.04
H -2.209 0.251 -1.242 0.51
H -0.737 -0.841 -1.239 0.29
C -3.365 -2.437 -1.999 -1.09
C -3.878 -1.626 0.925 -0.80
C -1.491 -3.423 0.248 -0.85
C 0.008 2.409 1.473 -0.87
Si 1.554 2.388 2.553 0.33
H -0.780 2.982 2.001 0.64
H 0.153 2.882 0.486 0.11
C 2.766 3.712 2.000 -1.13
C 2.437 0.716 2.573 -0.79
C 0.950 2.708 4.297 -0.99
H -0.537 -3.492 -0.297 0.20
H -2.048 -4.357 0.089 0.36
H -1.264 -3.320 1.319 0.27
H -3.785 -1.519 -2.451 0.31
H -4.181 -3.157 -1.836 0.34
H -2.638 -2.871 -2.706 0.27
H -4.157 -0.568 0.888 0.19
H -3.520 -1.850 1.939 0.15
H -4.760 -2.237 0.703 0.49
H 3.400 0.776 2.048 0.33
H 1.833 -0.091 2.122 0.05
H 2.625 0.444 3.625 0.37
H 1.780 2.611 5.010 0.34
H 0.166 1.981 4.567 0.19
H 0.536 3.726 4.371 0.29
H 3.497 3.903 2.800 0.33
H 2.254 4.662 1.786 0.35
H 3.327 3.417 1.101 0.29
S -0.926 -1.009 3.290 -0.26
C -2.323 -0.070 3.676 0.64
C -3.079 -0.245 4.850 -0.90
C -4.190 0.558 5.067 -0.28
C -4.577 1.477 4.082 -0.72
C -3.796 1.598 2.928 -0.41
N -2.681 0.861 2.751 -0.08
H -2.751 -1.005 5.538 0.50
H -4.763 0.477 5.987 0.41
H -5.469 2.095 4.185 0.41
H -4.079 2.291 2.122 0.44
```

* multiplicity: 1
* relative energy (zero: lowest compared OMol25 entry of this formula, charge and spin): 0.0 kcal per mole
* total energy: -59883.2078 eV
* Kohn-Sham gap: 8.41 eV
* total charge: +1


> Number 3 is which compound?

C21H47InNO2SSi2